1.
The following is a quantum chemistry calculation of a cluster of 6 separate species, C23H30N2O14 in total at a distorted geometry, from OMol25.

HOMO level: -8.804 eV
lowest unoccupied orbital energy: -0.068 Ha
max |F|: 2.18 eV/A

The geometry in XYZ format:
```
69
Properties=species:S:1:pos:R:3:mulliken_charge:R:1
H 1.045 0.545 1.164 0.304
N 0.347 3.871 0.601 -0.290
H -7.330 3.398 0.843 0.423
C -0.819 0.969 -4.696 -0.502
O -0.607 1.407 0.222 -0.877
H -0.504 -0.426 1.126 0.329
C 0.411 -4.820 0.690 -0.400
O 3.654 1.451 3.442 -0.629
C 0.668 -1.829 -2.586 -1.587
H -0.941 -4.068 -1.722 0.355
C 1.417 2.663 -4.507 -0.881
H 1.425 -1.048 -2.546 0.335
C 0.473 2.648 -3.384 0.620
H 3.235 -0.709 2.102 0.429
C 4.072 0.077 5.358 0.373
C 3.423 -2.103 3.654 0.386
C 0.140 0.291 0.595 -0.746
O 4.358 1.146 6.101 -0.527
H 0.804 -5.674 1.236 0.230
O -5.268 -0.231 2.407 -0.629
C -6.443 2.780 0.808 -0.839
O -2.890 2.886 -0.130 -0.426
H -0.621 -4.621 1.001 0.301
H 2.793 -2.364 -1.118 0.268
O 3.691 -3.470 5.586 -0.600
C -0.669 1.706 -3.589 0.392
H -1.656 0.295 -4.813 0.453
H 0.925 4.170 -0.185 0.366
H 0.038 2.862 0.404 0.074
H 0.932 3.893 1.432 0.417
O -5.226 4.277 -0.534 -0.565
H 1.983 1.368 -7.269 0.342
C 0.148 -4.233 -1.648 -0.908
O -7.485 1.238 2.230 -0.568
C 3.715 0.335 3.915 0.716
H -3.051 0.829 1.333 0.424
O 3.189 -3.183 2.910 -0.502
O -1.552 1.544 -2.601 -0.430
O 2.134 2.091 -6.639 -0.538
H 0.997 -3.926 0.927 0.079
H 2.526 -3.985 -0.973 0.327
C -6.416 1.673 1.550 0.377
O 0.618 3.273 -2.352 -0.570
C -5.243 3.257 0.111 0.302
H 4.070 1.942 5.627 0.340
H 0.628 -2.234 -3.599 0.435
H -2.134 2.287 0.053 0.276
H -0.498 4.424 0.721 0.368
H 4.091 -1.233 6.941 0.370
H -7.190 0.510 2.804 0.358
O 0.530 -5.159 -0.675 -0.379
N 2.345 -3.167 -1.545 -0.750
H -0.301 -1.346 -2.413 0.343
C -5.208 0.780 1.738 0.678
H 0.249 -4.652 -2.658 0.384
C 4.100 -1.165 5.858 -0.757
C 0.883 -2.907 -1.546 1.199
C -4.009 1.273 1.090 -0.558
H 3.255 -3.963 3.486 0.342
C 1.264 1.968 -5.635 0.350
C 0.121 1.006 -5.821 0.693
H -1.143 1.724 -1.729 0.273
H 0.452 -0.299 -0.281 -0.048
O 0.107 0.166 -6.693 -0.600
H 0.574 -2.600 -0.536 -0.181
C 3.714 -2.361 5.106 0.899
C 3.398 -0.867 3.162 -0.846
C -4.037 2.384 0.323 0.802
H 2.300 3.231 -4.237 0.397
```

***

2.
The following is a quantum chemistry calculation of a structure of composition C23H30N2O4 at a distorted geometry, from OMol25.

HOMO level: -7.777 eV
lowest unoccupied orbital energy: 0.026 Ha
max |F|: 19.08 eV/A

The geometry in XYZ format:
```
59
Properties=species:S:1:pos:R:3:mulliken_charge:R:1
C -2.155 2.942 0.569 -1.996
H -5.653 3.530 1.469 0.257
C 3.735 -2.154 1.200 -0.352
C 5.346 -0.424 1.196 -0.513
C -2.977 -1.725 -1.227 -1.586
C 4.848 -1.487 1.598 -0.417
C 0.603 2.228 -1.391 0.175
N -0.209 1.036 -1.367 -0.015
C -2.711 -3.069 -1.088 -0.651
H -3.199 -3.852 -1.570 0.563
H 2.689 2.035 -1.679 0.348
C -2.334 -0.916 -0.232 -0.067
H 5.889 2.437 1.021 0.491
H -5.189 1.250 2.390 0.831
H 0.135 0.207 -1.236 0.345
H 6.868 1.557 -0.374 0.261
H -1.690 0.645 -2.719 0.219
H -1.933 3.151 1.522 0.505
H -1.565 3.210 0.008 1.276
H 6.355 -0.063 1.322 0.382
C 3.153 -0.212 -0.225 0.179
C -3.224 1.054 1.751 -0.700
H 5.711 -2.048 2.007 0.250
C 4.232 0.437 0.485 0.425
O 2.185 0.543 -0.789 -0.250
H 3.380 -3.123 1.583 0.360
C 5.821 2.070 0.044 -1.046
H -1.805 -5.600 -1.722 0.324
C -0.890 -2.728 0.413 -0.333
H 1.916 -1.877 0.103 0.113
H -4.250 3.631 2.202 0.371
O -1.090 -4.713 0.010 -0.419
H -3.509 4.693 0.439 0.290
C -4.560 2.907 1.537 -0.777
H -0.626 -0.379 1.218 0.112
H 5.930 3.064 -0.450 0.314
H -1.779 2.153 -1.871 0.799
H -2.792 1.463 2.638 0.554
H -0.154 -2.949 1.155 0.577
C -1.575 -3.541 -0.181 0.532
H -1.545 -6.744 -0.302 0.324
H -4.126 3.289 -0.432 0.377
C -1.882 -5.816 -0.574 -1.053
C 2.843 -1.477 0.681 -0.245
N -2.292 1.201 0.564 -0.153
C -3.659 3.440 0.470 -0.468
H -3.463 0.722 -0.825 3.033
H -3.301 -0.141 1.601 0.250
H -2.841 -5.851 -0.396 0.461
C -1.724 1.154 -1.624 -2.269
C -2.644 0.781 -0.684 -1.744
O 4.540 1.560 -0.247 -0.281
C -1.270 -1.299 0.489 0.692
H -3.821 -1.241 -1.738 0.365
C 2.046 1.784 -0.901 -0.148
O 0.254 3.247 -1.690 -0.521
H 2.177 2.163 0.045 0.386
C -4.728 1.513 1.682 -0.852
H -5.106 0.969 0.644 0.119
```

***

| no. | frontier orbital gap (Eh) | calculated total energy (Eh) |
| --- | --- | --- |
| 1 | 0.2560 | -2057.17877 |
| 2 | 0.3118 | -1304.07571 |